[1]
ORCA calculation (ωB97M-V/def2-TZVPD) on 7 unconnected molecules or ions with the total composition C14H42O11 in a non-equilibrium geometry.

Results
HOMO (alpha / beta): -12.23 / -12.23 eV
net charge: +1
expectation value of S²: 0.76
frontier orbital gap (alpha / beta): 9.32 / 2.65 eV
2S+1: 2
energy relative to the best compared isomer or geometry (same formula, charge and spin): 31.5 kJ/mol

XYZ file:
```
67
Properties=species:S:1:pos:R:3:lowdin_spin:R:1
H 0.851 -1.632 -0.449 0.000
O -0.074 -1.938 2.635 0.000
H 1.454 -3.077 2.943 0.000
H -1.177 -4.473 -0.807 0.000
H 4.034 -1.441 1.450 0.013
H -4.094 4.326 0.259 0.000
H -1.668 4.435 -0.457 0.000
C -1.351 -3.823 0.050 0.001
H -0.043 -1.142 -2.829 0.000
H -1.514 0.033 -1.275 0.000
O 3.191 -3.100 0.857 0.437
O -4.011 3.468 -0.163 0.000
C 0.776 -2.498 3.571 0.000
H 6.202 -2.496 2.160 0.003
C -1.555 3.840 0.449 0.000
H -2.006 -3.782 1.789 0.000
C -3.915 -0.383 -2.095 0.000
H -3.533 1.065 -1.117 0.000
C 1.558 -0.330 -1.495 0.003
H -4.168 -1.007 -1.238 0.000
O 1.735 -1.523 -0.808 0.017
H -3.520 -1.083 -2.831 0.000
H 1.714 0.498 -0.803 0.001
H 2.280 -2.011 5.117 0.000
H 0.885 -1.085 5.270 0.001
C 5.548 -3.138 1.570 0.144
O -1.562 4.703 1.585 0.000
H -5.632 0.875 -1.746 0.000
H -0.926 5.341 1.253 0.000
H -3.466 -3.597 -0.413 0.000
H -2.758 -2.170 0.434 0.000
O 5.490 -4.497 2.074 0.188
O -2.992 0.680 -1.811 0.000
C -2.783 2.960 0.492 0.000
H 3.064 -2.499 0.118 0.004
O 1.798 3.078 -1.491 0.000
H -2.518 -2.598 -1.301 0.000
H 5.869 -3.148 0.528 0.017
C 0.154 -0.322 -2.140 0.002
H 3.051 4.611 -0.872 0.000
H 2.366 -0.263 -2.223 0.000
H 2.585 2.663 -1.130 0.000
C 1.530 5.276 -2.388 0.000
H -5.992 -0.467 -2.623 0.000
H -0.351 -3.397 0.139 0.000
H 0.506 5.088 -2.712 0.000
H -0.585 3.362 0.313 0.000
C -5.185 0.260 -2.528 0.000
H 1.349 6.249 -1.931 0.000
C -2.582 -2.974 -0.280 0.000
H 4.648 -4.880 1.816 0.004
C 1.550 -1.483 4.504 0.002
H -0.049 0.642 -2.608 0.000
H -5.057 0.846 -3.438 0.000
C 4.126 -2.495 1.712 0.136
H 2.089 4.824 -4.300 0.000
H -2.821 2.642 1.534 0.000
H 1.406 4.553 -0.316 0.000
O -0.659 -0.313 -1.010 0.001
H -2.518 2.060 -0.063 0.000
H 0.401 -1.913 1.801 0.000
O 2.454 5.308 -3.555 0.000
H 1.941 -0.651 3.918 0.000
H 0.191 -3.272 4.066 0.000
O -1.642 -4.511 1.280 0.003
H 3.880 -2.690 2.756 0.021
C 2.029 4.417 -1.200 0.000
```


[2]
ORCA calculation (ωB97M-V/def2-TZVPD) on 2 unconnected molecules or ions with the total composition C3H10N in a non-equilibrium geometry.

Results
HOMO (alpha / beta): -21.08 / -22.23 eV
net charge: +2
expectation value of S²: 0.75
frontier orbital gap (alpha / beta): 11.62 / 9.04 eV
2S+1: 2
energy relative to the best compared isomer or geometry (same formula, charge and spin): 12.5 kJ/mol

XYZ file:
```
14
Properties=species:S:1:pos:R:3:lowdin_spin:R:1
H -0.691 -0.603 1.848 0.019
H -1.828 -2.426 -1.851 0.001
C -0.435 0.108 1.061 0.508
H -1.740 -0.756 -1.961 0.000
H -1.339 0.629 0.753 0.019
H 2.155 1.382 -0.700 0.027
H 1.671 -0.236 1.301 0.006
H 1.935 2.225 0.775 0.040
H 0.619 2.135 -0.358 -0.001
H -0.412 -1.643 -1.613 0.002
C 1.402 1.525 0.089 0.088
N -1.418 -1.574 -1.433 0.011
H -1.763 -1.607 -0.474 0.005
C 0.922 0.441 0.893 0.275
```


[3]
ORCA calculation (ωB97M-V/def2-TZVPD) on C5H2Cl2O2 in the gas phase in a non-equilibrium geometry.

Results
HOMO: -10.47 eV
frontier orbital gap: 10.71 eV

XYZ file:
```
11
Properties=species:S:1:pos:R:3:mulliken_charge:R:1
H -0.410 1.783 1.734 0.328
C -1.513 0.184 0.417 -0.489
Cl 1.487 -1.919 -1.144 -0.199
Cl 2.321 1.126 -0.629 -0.151
H -2.467 -0.132 0.169 0.444
C 0.422 -1.475 0.271 0.714
O 0.084 1.232 -2.002 -0.425
O 0.166 -2.288 1.093 -0.451
C -0.655 0.858 1.102 -0.459
C -0.061 -0.088 0.079 0.281
C 0.624 0.720 -1.091 0.407
```


[4]
ORCA calculation (ωB97M-V/def2-TZVPD) on a molecular structure, C27H35ClCuN4P2 in a non-equilibrium geometry.

Results
HOMO (alpha / beta): -8.23 / -8.23 eV
expectation value of S²: 0.75
frontier orbital gap (alpha / beta): 8.50 / 6.00 eV
2S+1: 2
energy relative to the best compared isomer or geometry (same formula, charge and spin): 0.0 kJ/mol

XYZ file:
```
70
Properties=species:S:1:pos:R:3:lowdin_spin:R:1
C -2.255 -2.934 -0.268 0.000
H 1.944 2.265 2.170 0.001
H -2.777 1.412 2.653 0.022
H -1.460 -3.464 -0.790 0.000
H -3.210 -5.881 -2.528 0.000
H -1.008 2.174 -5.007 0.000
H -3.359 -1.069 -0.369 0.000
H -1.414 4.526 0.651 0.000
H 2.492 4.205 -0.917 0.000
C 3.069 -0.926 3.812 0.000
C -2.431 -3.922 -3.041 0.000
H 4.391 -2.438 -0.649 0.000
H 2.414 2.217 -2.337 0.000
C -2.484 -1.539 -0.848 0.003
H -4.422 -4.790 -3.216 0.000
C -0.826 2.080 -2.798 0.000
H 2.098 -3.917 -0.799 0.000
N 1.785 -0.397 3.580 -0.001
N 1.897 -1.239 1.144 -0.001
H -1.811 2.009 -2.375 0.000
C -3.492 -3.781 -0.173 0.000
C 2.069 1.704 0.061 0.009
C 3.462 -2.271 -0.141 0.000
Cl -0.261 2.828 3.012 0.086
H -2.879 1.576 0.853 0.038
C -2.691 -1.461 -2.327 0.000
C 0.147 6.148 0.409 0.000
H -4.990 -5.092 -0.879 0.000
H -2.253 -4.271 -4.072 0.000
C -2.729 -2.467 -3.216 0.001
N 0.295 2.090 -1.954 -0.001
C -0.392 2.156 -4.123 0.000
H 1.714 2.316 -4.934 0.000
H 0.263 -2.606 0.785 0.000
C -0.441 4.884 0.347 0.000
C 2.284 1.416 1.551 0.015
H 2.207 0.137 6.827 0.000
C 1.301 -2.373 0.576 0.000
C -3.572 -4.832 -2.509 0.000
C 3.390 -0.768 5.149 0.000
C 1.430 2.205 -2.767 0.000
C 3.231 -1.200 0.708 0.000
C 2.269 -0.133 5.787 0.000
H 3.325 1.189 1.804 0.002
Cu -0.638 1.152 1.424 0.242
P 0.316 2.208 -0.218 0.018
C 1.041 2.231 -4.098 0.000
H 4.328 -1.056 5.596 0.000
H 0.343 0.568 4.843 0.000
H 2.248 6.780 -0.133 0.000
C -4.071 -4.541 -1.117 0.000
H -3.927 -3.734 0.831 0.000
H 3.643 -1.371 3.019 0.000
H -0.319 7.067 0.745 0.000
H -1.638 -0.900 -0.536 0.003
H -2.945 -0.460 -2.694 0.000
C 1.305 0.087 4.809 0.000
C 1.651 4.687 -0.450 0.000
H 2.799 2.452 -0.266 0.000
H -1.917 -2.812 0.770 0.000
H -3.051 -2.264 -4.249 0.000
C 2.243 -3.021 -0.211 0.000
H -1.520 -4.105 -2.455 0.000
P 1.117 0.046 2.036 0.018
H -2.875 -0.098 1.621 0.041
H 3.898 -0.404 0.976 0.000
C -2.551 0.943 1.691 0.504
N 0.486 3.973 -0.157 0.000
H 2.224 0.798 -0.546 0.000
C 1.487 6.007 -0.072 0.000
```


[5]
ORCA calculation (ωB97M-V/def2-TZVPD) on 3 unconnected molecules or ions with the total composition C2H9NO3 in a non-equilibrium geometry.

Results
HOMO (alpha / beta): -15.09 / -15.08 eV
net charge: +1
expectation value of S²: 0.76
frontier orbital gap (alpha / beta): 10.19 / 5.36 eV
2S+1: 2
energy relative to the best compared isomer or geometry (same formula, charge and spin): 142.2 kJ/mol

XYZ file:
```
15
Properties=species:S:1:pos:R:3:lowdin_spin:R:1
H 1.543 -0.253 -1.249 0.000
H -0.679 1.633 -0.183 0.018
O 1.525 -0.202 -2.167 0.004
C -1.086 0.656 -0.643 0.122
N -2.311 -0.555 1.235 0.044
C -1.226 -0.441 0.349 0.074
H -1.760 0.821 -1.481 0.013
H -0.109 0.719 -1.170 0.015
H -2.417 -1.363 1.859 0.000
O 2.595 1.298 1.222 0.000
H 1.692 1.415 1.135 0.000
O -0.277 -1.183 0.372 0.706
H 2.731 1.615 0.302 0.000
H 1.484 -1.155 -2.485 0.000
H -3.174 -0.134 0.982 0.002
```


[6]
ORCA calculation (ωB97M-V/def2-TZVPD) on a molecular structure, C19H50AlBeClCsF6MgN2O6SSi2 in a non-equilibrium geometry.

Results
HOMO: -8.73 eV
net charge: +1
frontier orbital gap: 1.17 eV

XYZ file:
```
91
Properties=species:S:1:pos:R:3:mulliken_charge:R:1
H -4.967 -0.769 -1.617 0.202
H -11.168 -3.330 2.007 0.273
H 6.042 0.744 0.451 0.347
H 3.196 -1.430 0.504 -0.599
F 3.229 0.443 -5.826 -0.690
F -8.493 -3.148 0.756 -0.461
H 10.539 3.796 2.807 0.377
H 10.113 5.377 2.454 0.357
S -12.221 -5.487 1.888 0.497
H 6.775 -0.985 0.424 -0.169
H 1.025 2.689 -4.599 0.375
H 9.516 -0.828 0.055 0.313
O -10.910 -6.145 1.634 -0.496
C -3.386 -1.686 0.749 0.179
C 2.732 -1.176 -0.540 0.739
H -12.939 -3.202 1.773 0.394
H -3.179 3.333 -1.651 0.281
C -1.893 1.752 2.399 -0.882
H -3.008 -2.249 -0.180 -0.807
Cl 7.392 -3.272 1.517 -0.491
C 6.489 -0.072 -0.193 0.163
Si 1.599 0.789 -3.112 0.208
C -12.373 -5.257 3.672 -0.912
H -12.462 -6.238 4.139 0.314
H 0.084 0.837 1.794 0.130
C -0.201 4.129 -1.706 -0.923
H 0.113 2.602 2.145 0.499
H 8.714 0.312 1.236 0.240
C -0.581 2.220 0.089 1.268
H 3.886 1.424 -0.509 -0.094
H 0.590 4.883 -1.997 0.403
H -13.267 -4.671 3.888 0.353
C 7.881 0.453 -0.794 -1.016
C 9.113 0.219 0.176 -0.335
H -0.856 2.132 -2.595 0.145
H 9.238 4.106 1.799 0.324
C -5.238 -1.500 -0.790 -0.398
H 0.014 4.340 0.488 0.361
H -3.855 1.124 1.509 0.378
H 1.682 -0.814 -0.300 0.370
H 6.044 -0.073 -2.357 0.488
H 1.983 3.314 -3.214 0.338
O 2.576 -2.339 -1.371 -0.168
C -0.278 3.062 -2.864 -0.312
H -1.668 2.235 -0.268 -0.048
N 10.173 4.422 2.083 -0.593
Mg 4.493 -2.018 1.128 0.928
H -4.968 -2.559 -1.134 0.075
C 0.232 3.534 -0.280 -0.565
C -12.034 -3.739 1.485 -0.851
H -3.253 0.077 2.880 0.490
C -0.504 1.797 1.630 -0.692
O 3.318 0.584 -2.930 -0.050
F -7.960 -3.204 -2.071 -0.477
H -11.885 -3.648 0.410 0.281
H 1.238 0.028 -4.330 -0.140
F -4.733 2.566 1.898 -0.502
H 1.350 3.342 -0.357 0.102
C 10.295 1.264 -0.017 -0.879
H 10.655 1.660 0.988 0.096
Cs -2.155 -3.486 -1.424 1.030
H -0.104 1.371 -0.502 -0.635
F -9.444 -5.338 -0.842 -0.411
C 1.128 2.614 -3.472 -0.632
H 7.813 1.553 -1.048 0.327
Al -8.136 -4.189 -0.620 0.863
O 1.518 -3.504 -0.027 -0.224
O -2.938 2.444 -1.954 -0.434
H 11.169 0.759 -0.511 0.330
H -2.096 -0.068 -0.032 0.055
H -1.356 -0.977 1.400 0.148
O -4.684 -1.122 0.500 -0.340
H -1.168 4.693 -1.546 0.319
H 10.803 4.410 1.267 0.378
C -2.296 -0.493 1.005 0.246
H -3.410 -2.435 1.600 0.488
H 8.130 -0.068 -1.769 0.337
H -6.363 -1.475 -0.679 0.230
H 9.977 2.166 -0.611 0.300
H -2.460 2.727 2.368 0.296
C -2.908 0.611 1.939 -0.713
Be 8.415 3.465 3.616 0.155
N 1.368 -2.965 -1.082 0.257
Si 3.786 0.211 -1.349 0.104
H 5.568 -1.642 -1.583 0.563
H -1.657 1.547 3.491 0.337
C 5.571 -0.514 -1.424 -1.062
H -0.860 3.548 -3.706 0.336
F -6.625 -5.065 -0.320 -0.487
H -11.487 -4.750 4.056 0.303
H 0.814 0.183 -2.020 -0.200
```


[7]
ORCA calculation (ωB97M-V/def2-TZVPD) on a molecular structure, C23H37CuO3 in a non-equilibrium geometry.

Results
HOMO (alpha / beta): -0.10 / -2.21 eV
net charge: -1
expectation value of S²: 0.76
frontier orbital gap (alpha / beta): 2.39 / 4.50 eV
2S+1: 2

XYZ file:
```
64
Properties=species:S:1:pos:R:3:lowdin_spin:R:1
H -0.007 -3.596 1.056 0.000
H 2.476 -1.394 -0.160 0.011
H 1.637 -1.841 2.303 0.001
C 1.093 1.648 -0.694 0.182
H -8.041 -1.101 -5.942 0.000
H -4.469 -0.930 -2.945 0.000
H -2.273 0.081 1.835 0.000
O -6.379 -0.437 -3.448 0.000
C -1.450 -0.632 1.750 0.000
O 2.108 1.001 1.445 0.016
C -0.139 -0.463 2.287 0.024
C -7.505 0.479 -3.472 0.000
H 2.786 3.306 2.455 0.000
C -1.532 -1.947 1.193 0.001
H 4.841 0.825 0.612 0.004
H -2.268 -0.115 -4.013 0.000
H -3.581 -0.328 -0.132 0.000
C -1.875 -2.967 -2.088 0.001
H 3.142 1.174 -0.377 0.033
H 0.982 -1.231 -2.398 0.013
C -3.856 -1.292 -2.118 0.000
H -0.816 -1.152 -3.846 0.003
C 0.550 0.895 -1.706 0.101
H 2.306 1.413 4.036 0.000
C -3.343 -0.204 -1.195 0.002
H 0.205 0.386 2.865 0.001
O -1.946 -0.581 -1.444 0.005
H -2.295 -1.805 -4.575 0.000
H -2.297 -3.321 -1.141 0.000
H 4.510 2.974 2.715 0.001
C 3.646 2.742 2.081 0.004
H -0.778 -2.967 -2.021 0.000
H -2.167 -3.659 -2.887 0.000
H -9.323 0.454 -4.708 0.000
H 4.043 1.050 4.150 0.001
C 3.127 0.847 3.583 0.003
C -6.720 -1.565 -4.289 0.000
H -5.943 -1.661 -5.064 0.000
C 4.504 0.434 1.581 0.008
C 3.348 1.252 2.134 0.004
H -6.669 -2.477 -3.674 0.000
C -1.913 -1.130 -3.799 0.002
H -2.432 -2.419 0.802 0.000
H 0.905 2.688 -0.452 0.013
C 2.155 0.857 0.023 0.069
H -8.712 -2.308 -4.797 0.000
H 4.220 -0.621 1.488 0.001
Cu -0.121 -0.798 0.024 0.105
H 3.856 3.058 1.052 0.002
H -4.364 -2.099 -1.575 0.000
C 0.607 -1.650 2.010 0.022
C 1.073 -0.462 -1.638 0.140
C 1.883 -0.546 -0.483 0.217
C -2.368 -1.581 -2.429 0.001
H -0.129 1.237 -2.485 0.007
H -7.685 0.850 -2.453 0.000
C -0.259 -2.578 1.350 -0.001
H -7.238 1.348 -4.097 0.000
C -8.735 -0.218 -4.075 0.000
H 2.905 -0.224 3.659 0.000
C -8.128 -1.385 -4.887 0.000
H -9.364 -0.623 -3.276 0.000
H -3.540 0.812 -1.564 0.000
H 5.343 0.501 2.286 0.001
```


[8]
ORCA calculation (ωB97M-V/def2-TZVPD) on C4H8O3 in the gas phase in a non-equilibrium geometry.

Results
HOMO: -9.83 eV
frontier orbital gap: 10.67 eV
energy relative to the best compared isomer or geometry (same formula, charge and spin): 324.0 kJ/mol

XYZ file:
```
15
Properties=species:S:1:pos:R:3:mulliken_charge:R:1
C -0.087 0.370 0.701 0.625
O 1.277 0.502 0.801 -0.563
H 0.265 2.345 -1.435 0.281
H 0.593 -2.884 0.703 0.254
H 1.694 0.341 1.657 0.350
H 1.658 -1.435 0.206 0.330
H 0.683 -2.302 -1.038 0.264
C -0.710 1.982 -0.980 -0.746
H -1.416 -1.240 -0.226 0.421
H -1.386 2.809 -0.995 0.321
C -0.509 -1.023 0.365 0.030
C 0.695 -1.920 0.038 -1.022
H -1.201 1.409 -1.780 0.296
O -0.868 1.500 0.350 -0.343
O -0.688 -0.456 1.632 -0.499
```


Taking the records one at a time from the top gives calculated total energy values of -37706.813 -4742.066 -34354.466 -110264.388 -9841.860 -104164.136 -75228.922 -10417.645 eV.